ORCA calculation (wB97M-V/def2-TZVPD) on a 15-piece molecular cluster, C4H38NO16 overall.

For the energy relative to the best compared isomer or geometry (same formula, charge and spin), the calculation gives 2.234 eV. The total charge is +1. For the HOMO-LUMO gap, the calculation gives 10.6 eV. The calculation puts the total energy at -1433.59041 Eh.

Positions of all 59 atoms, in Å:
O -1.359 0.136 -4.434
C -0.419 0.515 -3.569
C -0.834 0.360 -2.139
N -0.700 1.578 -1.321
C 0.700 1.720 -0.724
C 1.436 2.850 -1.424
O 0.621 0.999 -3.945
H -1.134 0.168 -5.371
H -0.639 -0.620 -1.676
H -1.908 0.121 -2.221
H -1.363 1.372 -0.572
H -1.003 2.421 -1.808
H 0.436 2.055 0.282
H 1.203 0.769 -0.662
H 2.508 2.862 -1.246
H 1.246 2.755 -2.492
H 1.089 3.807 -1.039
H -0.710 -2.392 1.300
H -2.022 -1.450 1.566
O -1.546 -2.259 1.744
H 4.976 -1.141 -0.076
H 3.923 -1.965 -0.613
O 4.046 -1.334 0.113
H -2.424 4.557 -0.700
H -1.342 4.170 0.243
O -1.695 3.929 -0.637
H 2.957 -0.792 -4.039
H 2.753 0.104 -2.885
O 2.706 -0.834 -3.106
H -3.257 -1.779 2.786
H -4.719 -1.601 2.576
O -3.893 -1.109 2.481
H -0.503 1.850 4.355
H -1.889 2.343 4.975
O -1.136 2.581 4.430
H 0.151 0.665 2.367
H 0.016 -0.627 3.210
O 0.069 0.333 3.264
H -0.461 4.222 2.746
H -1.541 3.291 2.548
O -1.001 3.894 2.015
H 1.592 -0.983 1.826
H 2.396 -0.833 0.659
O 1.672 -0.341 1.103
H 2.386 -2.309 3.860
H 1.422 -3.455 3.605
O 1.521 -2.505 3.484
H 1.003 -4.680 -0.373
H 1.185 -3.992 -1.802
O 0.904 -3.869 -0.876
H -0.470 -2.748 -0.873
H -1.987 -2.936 -0.996
O -1.274 -2.350 -1.268
H 1.698 -2.645 -3.691
H 0.585 -3.565 -4.149
O 1.244 -3.462 -3.454
H -2.940 0.105 2.056
H -2.156 1.402 2.585
O -2.123 0.643 2.000

---

ORCA calculation (wB97M-V/def2-TZVPD) on a 15-piece molecular cluster, C4H39NO14S2 overall.

For the energy relative to the best compared isomer or geometry (same formula, charge and spin), the calculation gives 0.154 eV. For the HOMO-LUMO gap, the calculation gives 8.2 eV. The calculation puts the total energy at -2080.27864 Eh.

Positions of all 60 atoms, in Å:
N -0.718 -2.968 -1.415
C -2.123 -3.190 -1.078
C -2.985 -2.193 -1.910
S -4.610 -1.757 -1.300
S -4.534 -0.422 0.252
C -3.329 -0.907 1.483
C -1.924 -0.400 1.301
H -0.363 -3.419 -2.247
H -0.087 -3.238 -0.672
H -2.274 -2.922 -0.035
H -2.480 -4.214 -1.214
H -3.216 -2.622 -2.883
H -2.364 -1.303 -1.959
H -3.310 -1.972 1.745
H -3.732 -0.566 2.447
H -1.903 0.646 0.998
H -1.342 -0.388 2.220
H -1.489 -0.934 0.474
H -1.144 3.797 3.154
H -0.660 2.500 2.395
O -1.383 3.127 2.513
H -1.068 2.486 -0.393
H -0.334 1.140 -0.820
O -0.907 1.853 -1.098
H 1.594 1.306 1.160
H 0.539 1.267 2.241
O 0.648 1.461 1.284
H 3.132 -2.377 -1.699
H 2.078 -1.415 -1.024
O 2.837 -2.010 -0.861
H 0.209 -1.274 -0.208
H 0.884 -0.114 0.628
O 0.818 -1.090 0.517
H 3.389 -0.501 2.324
H 3.654 0.916 1.856
O 3.383 0.428 2.647
H 2.727 2.869 -0.150
H 3.183 3.801 0.960
O 2.904 2.894 0.801
H 0.059 -1.256 -2.893
H 1.370 -0.798 -3.423
O 0.944 -1.020 -2.584
H -3.522 3.085 -0.227
H -3.613 2.560 -1.669
O -3.194 3.224 -1.122
H 3.777 -0.599 -0.577
H 4.799 0.492 -0.935
O 3.852 0.359 -0.813
H 1.695 2.516 -2.347
H 2.885 1.717 -1.755
O 2.652 2.404 -2.396
H -3.479 0.732 -2.718
H -2.184 1.505 -2.828
O -2.570 0.638 -3.029
H 2.383 -2.490 2.225
H 2.992 -2.321 0.909
O 3.258 -2.316 1.850
H 1.323 1.811 4.318
H 1.826 0.513 3.590
O 1.047 0.952 3.991

---

ORCA calculation (wB97M-V/def2-TZVPD) on C4H3AlLiO6 as an isolated structure.

The total charge is +1. For the HOMO-LUMO gap (alpha / beta), the calculation gives 6.5 / 5.7 eV. The calculation puts the total energy at -855.25492 Eh.

Positions of all 15 atoms, in Å:
O 4.673 -0.744 -0.895
C 3.821 -0.012 -0.263
O 4.164 1.196 -0.005
O 2.756 -0.550 0.197
C 1.984 0.095 1.291
O -0.049 -0.358 2.457
C -1.341 -0.721 2.528
C 0.652 -0.596 1.223
O -1.754 -1.676 1.817
O -2.148 0.136 2.982
Al 5.307 0.733 -0.826
Li -3.402 -0.597 1.669
H 1.881 1.148 0.979
H 0.776 -1.685 1.121
H -0.135 -0.301 0.398

---

ORCA calculation (wB97M-V/def2-TZVPD) on C4H3B2F14N2NiO4S2 as an isolated structure.

For the energy relative to the best compared isomer or geometry (same formula, charge and spin), the calculation gives 0.000 eV. The total charge is -1. For the HOMO-LUMO gap (alpha / beta), the calculation gives 10.4 / 9.5 eV. The multiplicity is 3. The calculation puts the total energy at -4317.76875 Eh.

Positions of all 32 atoms, in Å:
Ni 0.376 -0.370 -0.370
B 0.331 -2.369 1.337
F 0.470 -2.384 2.704
F 1.443 -1.645 0.724
F 0.274 -3.645 0.791
F -0.816 -1.601 0.926
B 1.872 0.186 -2.156
F 1.440 -1.208 -1.994
F 0.614 0.893 -2.110
F 2.576 0.486 -0.991
F 2.541 0.385 -3.326
C -2.494 1.722 1.761
F -3.184 2.830 2.021
F -1.884 1.299 2.865
F -3.318 0.765 1.338
S -1.303 2.098 0.370
O -1.922 1.462 -0.739
O -1.108 3.499 0.313
N 0.075 1.270 0.747
S 1.003 2.252 1.674
O 1.860 3.081 0.896
O 0.277 2.869 2.747
C 2.107 1.075 2.568
F 1.367 0.204 3.258
F 2.910 0.415 1.739
F 2.852 1.785 3.422
C -1.368 -2.888 -3.780
C -1.432 -1.917 -2.700
N -1.481 -1.149 -1.848
H -0.380 -3.339 -3.812
H -1.565 -2.409 -4.739
H -2.133 -3.651 -3.638

---

ORCA calculation (wB97M-V/def2-TZVPD) on one molecule with the formula C4H3Br.

For the energy relative to the best compared isomer or geometry (same formula, charge and spin), the calculation gives 0.000 eV. For the HOMO-LUMO gap, the calculation gives 9.7 eV. The calculation puts the total energy at -2728.12237 Eh.

Positions of all 8 atoms, in Å:
C 0.948 -0.629 1.811
C 0.506 -0.259 0.746
C -0.026 0.298 -0.421
C -1.052 -0.078 -1.155
Br 0.866 2.077 -0.783
H 1.631 -0.922 2.551
H -1.218 0.420 -2.069
H -1.656 -0.907 -0.680

---

ORCA calculation (wB97M-V/def2-TZVPD) on C4H3BrO as an isolated structure.

For the energy relative to the best compared isomer or geometry (same formula, charge and spin), the calculation gives 4.065 eV. For the HOMO-LUMO gap (alpha / beta), the calculation gives 5.7 / 5.7 eV. The calculation puts the total energy at -2803.26908 Eh.

Positions of all 9 atoms, in Å:
C -0.178 -1.020 0.057
C 0.814 -0.149 0.177
C 0.059 1.090 0.089
C -1.181 0.116 -0.038
O 0.186 2.260 0.083
Br 4.133 -0.635 -0.185
H -0.284 -2.083 0.028
H -1.675 0.216 -1.004
H -1.875 0.205 0.792

---

ORCA calculation (wB97M-V/def2-TZVPD) on C4H3BrOS as an isolated structure.

For the energy relative to the best compared isomer or geometry (same formula, charge and spin), the calculation gives 6.188 eV. For the HOMO-LUMO gap, the calculation gives 7.5 eV. The calculation puts the total energy at -3201.41301 Eh.

Positions of all 10 atoms, in Å:
C 0.650 1.024 0.149
C 0.506 0.135 -0.894
C 0.487 0.497 1.379
C 0.247 -1.099 -0.371
O -2.802 -1.052 -0.827
S 0.482 -1.210 1.364
Br -1.390 -1.506 -1.347
H 0.607 2.167 0.060
H 0.766 0.141 -1.865
H 0.449 0.902 2.351

---

ORCA calculation (wB97M-V/def2-TZVPD) on an isolated ion of composition C4H3Cl2O2 and charge -1.

For the energy relative to the best compared isomer or geometry (same formula, charge and spin), the calculation gives 2.227 eV. The total charge is -1. For the HOMO-LUMO gap (alpha / beta), the calculation gives 6.7 / 7.5 eV. The calculation puts the total energy at -1225.03434 Eh.

Positions of all 11 atoms, in Å:
C 1.676 -0.925 -0.220
C 0.327 -0.512 0.370
C -1.451 0.643 -0.574
C -0.419 0.746 0.471
O 2.369 -0.852 0.808
O 1.996 -1.199 -1.377
Cl -2.865 -0.324 -0.320
Cl 0.651 2.066 0.083
H -0.066 -1.320 0.935
H -1.327 0.596 -1.646
H -0.891 1.082 1.470

---

ORCA calculation (wB97M-V/def2-TZVPD) on one molecule with the formula C4H3ClF2.

For the energy relative to the best compared isomer or geometry (same formula, charge and spin), the calculation gives 0.033 eV. For the HOMO-LUMO gap, the calculation gives 9.7 eV. The calculation puts the total energy at -814.08957 Eh.

Positions of all 10 atoms, in Å:
C -0.927 -1.031 -1.344
C 0.000 -0.325 -0.712
F 1.232 -0.288 -1.142
C -0.201 0.375 0.534
C 0.793 0.938 1.223
F 2.048 0.926 0.793
Cl 0.762 1.763 2.723
H -1.942 -1.031 -0.963
H -0.628 -1.704 -2.152
H -1.136 0.376 1.041

---

ORCA calculation (wB97M-V/def2-TZVPD) on a 2-piece molecular cluster, C4H3ClF2N2OS overall.

For the HOMO-LUMO gap (alpha / beta), the calculation gives 9.7 / 7.4 eV. The multiplicity is 3. The calculation puts the total energy at -1396.88954 Eh.

Positions of all 14 atoms, in Å:
C 1.671 -0.217 0.737
C 1.275 -0.876 -0.417
C 2.230 -0.578 -1.380
C -3.188 0.350 0.512
N 2.867 0.270 0.501
N 3.225 0.081 -0.764
O -0.950 1.565 -0.544
F -2.453 -0.242 1.530
F -4.191 -0.536 0.119
S -1.938 0.541 -0.975
Cl -0.153 -1.850 -0.715
H 1.303 -0.279 1.696
H -3.665 1.250 0.830
H 3.968 0.519 -1.129

---

ORCA calculation (wB97M-V/def2-TZVPD) on a 2-piece molecular cluster, C4H3ClSi overall.

For the energy relative to the best compared isomer or geometry (same formula, charge and spin), the calculation gives 0.000 eV. For the HOMO-LUMO gap (alpha / beta), the calculation gives 7.5 / 9.0 eV. The multiplicity is 3. The calculation puts the total energy at -903.66032 Eh.

Positions of all 9 atoms, in Å:
C -0.336 -2.596 -0.646
C -0.974 2.403 -0.596
C -0.006 -1.479 -0.291
C -0.133 1.605 -0.185
Si 0.691 0.095 0.314
Cl 2.629 -0.202 0.327
H -0.631 -3.559 -0.852
H -1.745 3.016 -1.022
H 0.504 0.717 2.951

---

ORCA calculation (wB97M-V/def2-TZVPD) on C4H3CrO2 as an isolated structure.

The total charge is +3. For the HOMO-LUMO gap (alpha / beta), the calculation gives 5.9 / 7.3 eV. The multiplicity is 5. The calculation puts the total energy at -1347.63226 Eh.

Positions of all 10 atoms, in Å:
C 1.216 -0.889 -2.349
C 0.649 -0.423 -1.365
C 0.117 0.122 -0.251
C -0.467 -0.150 0.904
H -0.189 1.712 1.207
H -1.239 -0.908 1.058
O 1.701 -1.372 -3.432
H 2.541 -1.838 -3.302
O -0.583 0.941 1.770
Cr -1.848 1.230 3.083